<w>
Molecular formula: C4H11N2O2
Method: DFT, ωB97M-V/def2-TZVPD

Its molecular weight is 119.1 g mol⁻¹. As for the net charge: +1. For the LUMO energy, the calculation gives -7.5 eV. The HOMO energy comes out at -12.5 eV. As for the HOMO-LUMO gap: 0.1837 Ha.

Each line ends with the natural charge from an NBO analysis.
Element x y z (Å)
1 C -2.146 0.798 -0.713  -0.26
2 O -3.051 -0.428 0.115  -0.70
3 C -0.806 0.889 -0.064  -0.12
4 C -0.700 0.244 1.226  -0.21
5 C 0.090 -0.528 -0.056  0.56
6 N -0.587 -1.604 -0.528  -0.72
7 O 1.256 -0.317 -0.262  -0.38
8 N 4.346 0.180 -0.254  -1.06
9 H -2.837 1.602 -1.021  0.31
10 H -3.097 0.522 0.148  0.44
11 H -2.191 0.267 -1.666  0.30
12 H -0.384 1.887 0.008  0.32
13 H -1.459 -0.418 1.610  0.30
14 H -0.034 0.702 1.953  0.28
15 H -1.552 -1.702 -0.220  0.45
16 H 0.084 -2.359 -0.621  0.44
17 H 4.107 0.924 0.395  0.35
18 H 5.277 -0.097 0.036  0.37
19 H 3.685 -0.563 -0.087  0.35

<x>
Molecular formula: C4H11N2O2
Method: DFT, ωB97M-V/def2-TZVPD

Its molecular weight is 119.1 g mol⁻¹. As for the net charge: +1. For the LUMO energy, the calculation gives -2.9 eV. The HOMO energy comes out at -13.1 eV. As for the HOMO-LUMO gap: 0.3734 Ha.

Each line ends with the natural charge from an NBO analysis.
Element x y z (Å)
1 C 0.364 1.692 -0.928  -0.69
2 C 0.336 0.291 -0.445  0.17
3 C 0.782 -0.857 -1.197  -0.05
4 N 0.266 -1.976 -0.456  -0.50
5 C -0.432 -1.505 0.712  0.26
6 N -0.277 -0.178 0.724  -0.42
7 H 1.065 2.406 -0.353  0.25
8 H -0.631 2.223 -0.700  0.25
9 H 0.711 1.818 -1.986  0.27
10 H 1.464 -1.114 -2.021  0.27
11 H 0.104 -2.845 -0.937  0.44
12 H -0.944 -2.172 1.448  0.26
13 H -0.900 0.316 1.434  0.48
14 H -3.087 0.256 -0.292  0.48
15 H -2.326 0.874 -1.412  0.49
16 O -2.235 0.344 -0.544  -0.96
17 H 2.115 0.809 1.966  0.48
18 H 2.129 -0.506 2.799  0.50
19 O 1.495 0.124 2.188  -0.96

<y>
Molecular formula: C4H11N2O2
Method: DFT, ωB97M-V/def2-TZVPD

Its molecular weight is 119.1 g mol⁻¹. As for the net charge: +1. For the LUMO energy (alpha / beta), the calculation gives -7.3 / -5.4 eV. The HOMO energy (alpha / beta) comes out at -13.3 / -15.8 eV. As for the HOMO-LUMO gap (alpha / beta): 0.2234 / 0.3797 Ha.

Each line ends with the natural charge from an NBO analysis.
Element x y z (Å)
1 C -1.279 -0.765 -0.472  -0.43
2 C 0.964 -0.463 -0.911  -0.34
3 C 0.332 -1.196 1.335  -0.39
4 C -0.263 1.181 0.727  0.26
5 N -0.546 2.160 -0.222  0.39
6 N 0.022 -0.305 0.095  -0.29
7 O -0.176 2.072 -1.409  -0.37
8 O -1.166 3.098 0.259  -0.26
9 H -2.216 -0.586 0.083  0.25
10 H -1.535 -0.194 -1.351  0.26
11 H -1.071 -1.846 -0.559  0.24
12 H 0.644 -0.044 -1.931  0.30
13 H 1.881 0.432 -0.775  0.05
14 H 1.530 -1.389 -0.816  0.25
15 H 0.340 -2.201 0.922  0.23
16 H 1.268 -0.931 1.756  0.25
17 H -0.389 -1.197 2.115  0.25
18 H 2.622 0.973 -0.425  0.12
19 H -0.961 1.201 1.579  0.24

<x> takes first place; second place is 554.5 kJ/mol up.

<w>
Molecular formula: C2H4NO2
Method: DFT, ωB97M-V/def2-TZVPD

Its molecular weight is 74.1 g mol⁻¹. As for the net charge: -1. For the LUMO energy, the calculation gives 4.4 eV. The HOMO energy comes out at -3.0 eV. As for the HOMO-LUMO gap: 0.2742 Ha.

Each line ends with the natural charge from an NBO analysis.
Element x y z (Å)
1 O 1.221 -0.699 2.102  -0.70
2 C 0.467 -0.651 1.178  0.52
3 N 0.455 0.153 0.144  -0.65
4 C -0.605 0.471 -1.014  0.16
5 O -0.349 -0.252 -2.095  -0.89
6 H -0.178 -1.565 1.040  0.06
7 H 1.216 0.735 0.185  0.35
8 H -1.474 0.189 -0.471  0.07
9 H -0.754 1.619 -1.068  0.07

<x>
Molecular formula: C2H4NO2
Method: DFT, ωB97M-V/def2-TZVPD

Its molecular weight is 74.1 g mol⁻¹. As for the net charge: -1. For the LUMO energy (alpha / beta), the calculation gives 4.5 / 4.5 eV. The HOMO energy (alpha / beta) comes out at -2.5 / -2.5 eV. As for the HOMO-LUMO gap (alpha / beta): 0.2560 / 0.2560 Ha.

Each line ends with the natural charge from an NBO analysis.
Element x y z (Å)
1 C -0.065 1.006 -0.058  -0.29
2 C -0.050 -0.317 -0.776  0.17
3 N -1.172 0.071 -0.145  0.01
4 O -2.082 -0.363 0.673  -0.66
5 O 1.127 -1.586 0.325  -1.12
6 H 0.489 1.203 0.840  0.15
7 H -0.198 2.012 -0.451  0.13
8 H 0.385 -0.873 -1.529  0.21
9 H 1.566 -1.154 1.120  0.41

<w> takes first place; second place is 458.1 kJ/mol up.

<w>
Molecular formula: C2H4NO2
Method: DFT, ωB97M-V/def2-TZVPD

Its molecular weight is 74.1 g mol⁻¹. As for the net charge: -1. For the LUMO energy, the calculation gives 4.1 eV. The HOMO energy comes out at -3.4 eV. As for the HOMO-LUMO gap: 0.2773 Ha.

Each line ends with the natural charge from an NBO analysis.
Element x y z (Å)
1 O -1.061 -0.340 -0.087  -0.85
2 C -0.166 -1.030 0.532  0.43
3 N -0.352 -2.154 1.153  -0.91
4 C 0.576 1.590 -0.882  0.28
5 O 1.592 2.138 -0.524  -0.58
6 H 0.843 -0.594 0.482  0.06
7 H -1.340 -2.267 1.350  0.31
8 H -0.375 1.863 -0.416  0.11
9 H 0.283 0.793 -1.608  0.14

<x>
Molecular formula: C2H4NO2
Method: DFT, ωB97M-V/def2-TZVPD

Its molecular weight is 74.1 g mol⁻¹. As for the net charge: -1. For the LUMO energy, the calculation gives 4.2 eV. The HOMO energy comes out at -2.1 eV. As for the HOMO-LUMO gap: 0.2324 Ha.

Each line ends with the natural charge from an NBO analysis.
Element x y z (Å)
1 C 0.062 0.986 -0.345  -0.39
2 C -0.299 -0.282 0.265  0.28
3 N 0.995 -0.255 -0.358  -0.15
4 O 2.221 -0.188 0.282  -0.78
5 O -1.444 -1.089 -0.076  -0.77
6 H -0.048 1.175 -1.375  0.18
7 H 0.323 1.793 0.245  0.18
8 H -0.609 -0.152 1.774  -0.02
9 H -1.199 -1.988 -0.411  0.46

<w> takes first place; second place is 456.9 kJ/mol up.

<w>
Molecular formula: C4H10N2S
Method: DFT, ωB97M-V/def2-TZVPD

Its molecular weight is 118.2 g mol⁻¹. For the LUMO energy, the calculation gives 0.8 eV. The HOMO energy comes out at -8.7 eV. As for the HOMO-LUMO gap: 0.3480 Ha.

Each line ends with the natural charge from an NBO analysis.
Element x y z (Å)
1 C 1.802 -0.390 -1.530  -0.64
2 C 1.142 -0.203 -0.158  0.23
3 C 0.571 1.161 0.247  -0.48
4 C -0.803 1.474 -0.389  -0.50
5 S -2.066 0.182 -0.124  -0.06
6 N 1.156 -1.233 0.524  -0.26
7 N 0.632 -1.234 1.786  -0.66
8 H 2.647 0.233 -1.706  0.21
9 H 2.120 -1.407 -1.626  0.23
10 H 1.025 -0.280 -2.316  0.20
11 H 1.359 1.930 -0.146  0.23
12 H 0.490 1.118 1.326  0.22
13 H -0.745 1.604 -1.480  0.22
14 H -1.131 2.369 0.084  0.22
15 H -1.798 -0.520 -1.264  0.13
16 H 0.559 -2.177 2.039  0.36
17 H -0.264 -0.776 1.885  0.35

<x>
Molecular formula: C4H10N2S
Method: DFT, ωB97M-V/def2-TZVPD

Its molecular weight is 118.2 g mol⁻¹. For the LUMO energy, the calculation gives 0.1 eV. The HOMO energy comes out at -8.0 eV. As for the HOMO-LUMO gap: 0.3008 Ha.

Each line ends with the natural charge from an NBO analysis.
Element x y z (Å)
1 C -0.014 1.369 -0.815  -0.70
2 C -0.566 0.510 0.192  -0.14
3 C -0.923 -0.705 -0.640  -0.28
4 N -1.354 -2.001 0.008  -0.79
5 N 0.358 0.189 1.304  -0.60
6 C 1.522 -0.223 0.841  -0.07
7 S 2.125 -0.888 -0.566  -0.11
8 H 0.133 2.390 -0.511  0.22
9 H -0.585 1.754 -1.782  0.25
10 H 1.114 0.933 -1.124  0.25
11 H -1.463 0.657 0.670  0.21
12 H 0.084 -0.691 -1.112  0.23
13 H -1.540 -0.153 -1.536  0.20
14 H -1.400 -1.555 1.062  0.33
15 H -0.434 -2.437 0.253  0.35
16 H 0.397 0.992 2.169  0.43
17 H 2.547 -0.140 1.588  0.22

<w> takes first place; second place is 333.2 kJ/mol up.